No. 1
A structure of composition C20H14CuF16N2O6S2Te in a non-equilibrium geometry, computed with ωB97M-V with the def2-TZVPD basis set.

Each line ends with the Mulliken spin population.
Geometry (Å):
Cu -1.266 -0.991 0.087  -0.03
F -4.382 -3.781 2.937  0.00
C -3.594 -2.694 2.985  0.00
F -3.709 -2.174 4.211  0.00
F -4.040 -1.830 2.096  0.00
S -1.844 -3.238 2.637  0.00
O -1.646 -3.007 1.234  0.00
O -1.834 -4.592 3.122  0.00
N -0.990 -2.316 3.605  0.00
S 0.303 -1.542 3.200  0.00
O 0.536 -1.376 1.789  0.02
O 0.564 -0.451 4.091  0.02
C 1.595 -2.770 3.675  0.00
F 1.449 -3.175 4.943  0.00
F 2.828 -2.243 3.561  0.00
F 1.536 -3.851 2.891  0.00
C 2.970 0.666 -2.765  0.00
N 1.751 0.175 -2.154  0.00
C 1.811 -1.118 -1.488  0.03
C 0.635 0.953 -1.994  0.00
C 0.560 2.276 -2.726  0.00
O -0.309 0.602 -1.316  0.00
H 3.704 -0.138 -2.744  0.00
H 3.400 1.513 -2.221  0.00
H 2.820 0.955 -3.807  0.00
H 2.232 -1.857 -2.174  0.00
H 0.806 -1.425 -1.211  -0.01
H 2.415 -1.075 -0.578  0.00
H 1.484 2.611 -3.191  0.00
H 0.215 3.019 -2.008  0.00
H -0.214 2.172 -3.487  0.00
F -0.728 1.400 1.734  0.01
C -1.830 0.619 1.307  0.00
F -2.439 0.274 2.527  0.00
C -2.791 1.669 0.732  0.00
F -3.795 1.085 0.048  0.00
F -3.391 2.463 1.662  0.00
F -2.174 2.514 -0.119  0.00
F -6.929 -0.839 -3.569  0.00
C -5.684 -1.105 -3.100  0.00
C -5.487 -2.002 -2.066  0.00
F -6.558 -2.627 -1.532  0.00
C -4.222 -2.276 -1.589  0.00
F -4.108 -3.185 -0.607  0.00
C -3.048 -1.661 -2.097  0.00
O -1.866 -1.920 -1.695  0.00
C -3.310 -0.752 -3.158  0.00
F -2.270 -0.120 -3.745  0.00
C -4.573 -0.483 -3.642  0.00
F -4.737 0.389 -4.661  0.00
Te 2.579 0.992 2.049  0.98
C 4.097 2.279 1.350  0.02
C 4.194 3.595 1.809  0.00
C 5.150 4.462 1.298  -0.04
C 6.039 4.029 0.323  0.06
C 5.970 2.718 -0.128  -0.04
C 5.008 1.855 0.378  -0.03
H 3.510 3.941 2.573  -0.01
H 5.197 5.483 1.660  0.00
H 6.775 4.710 -0.087  0.01
H 6.676 2.361 -0.869  0.00
H 4.958 0.836 0.013  0.00

The total energy is -5634.23679 hartree. Its spin multiplicity is 2. The calculation puts the frontier orbital gap (spin up / spin down) at 5.187 / 4.202 eV. Its energy above the lowest of the compared OMol25 structures with the same formula, charge and spin is 128.87 kJ/mol. As for the charge: -2.



No. 2
An isolated molecule of C6H8FN3O in a non-equilibrium geometry, computed with ωB97M-V with the def2-TZVPD basis set.

Each line ends with the Mulliken charge.
Geometry (Å):
C -0.047 -1.615 2.212  -0.67
C -0.775 -0.547 2.850  -0.17
C 0.370 -1.434 0.949  -0.35
C 0.551 -0.319 -1.109  0.54
C -1.086 0.507 0.553  -0.17
C -1.207 0.412 2.043  0.04
N -0.041 -0.415 0.118  0.10
N 0.773 1.024 -3.096  -0.78
N 0.069 0.721 -1.862  0.03
O 1.390 -1.037 -1.573  -0.69
F -1.896 1.468 2.542  -0.30
H 0.481 -2.427 2.675  0.32
H -0.942 -0.385 3.923  0.38
H 1.037 -2.074 0.510  0.43
H -2.098 0.321 0.047  0.27
H -0.697 1.524 0.237  0.23
H 0.246 0.602 -3.875  0.27
H 1.562 0.372 -3.042  0.32
H -0.102 1.516 -1.304  0.19

The total energy is -572.75304 hartree. The calculation puts the frontier orbital gap at 8.793 eV. Its energy above the lowest of the compared OMol25 structures with the same formula, charge and spin is 0.00 kJ/mol. As for the charge: 0.